[1]
Computed, not measured: a structure of composition C34H30I2N5O6S3V, with ωB97M-V/def2-TZVPD.

* LUMO energy (alpha / beta): 0.051 / 0.064 Ha
* charge: -1
* multiplicity: 2
* expectation value of S²: 0.79
* orbital gap (alpha / beta): 6.7 / 7.1 eV

Structure (XYZ):
```
81
Properties=species:S:1:pos:R:3:mulliken_charge:R:1
V -0.750 1.436 0.308 -0.082
I -0.146 -1.408 7.328 0.040
C -0.205 -0.337 5.535 -0.539
C 0.510 0.844 5.419 -0.160
C 0.448 1.544 4.229 -0.368
I 1.457 3.355 4.040 0.007
C -0.307 1.090 3.139 1.102
O -0.358 1.848 2.050 0.451
C -1.044 -0.098 3.288 0.534
C -1.970 -0.620 2.209 -1.278
N -2.525 0.429 1.340 0.213
C -3.697 1.146 1.894 -1.635
C -3.415 2.103 3.030 1.028
C -3.361 3.478 2.837 -0.594
C -3.067 4.291 3.918 -0.484
C -2.852 3.709 5.156 -0.525
C -2.977 2.332 5.262 -0.372
N -3.266 1.545 4.232 -0.329
C -0.979 -0.796 4.485 -0.781
H 1.104 1.220 6.240 0.429
H -2.779 -1.185 2.685 0.670
H -1.436 -1.314 1.560 0.153
H -2.851 -0.002 0.480 0.253
H -4.421 0.415 2.271 0.387
H -4.144 1.681 1.056 0.716
H -3.506 3.894 1.852 0.385
H -2.996 5.363 3.790 0.412
H -2.605 4.302 6.026 0.403
H -2.843 1.836 6.217 0.422
H -1.568 -1.697 4.601 0.474
C 2.013 -2.015 0.657 -1.492
C 0.822 -1.234 0.215 0.387
O 0.653 -0.103 0.696 -0.166
C -0.131 -1.814 -0.724 0.794
C -0.059 -3.174 -1.051 -1.154
C -0.964 -3.740 -1.927 -0.860
C -1.958 -2.944 -2.485 -0.641
C -2.049 -1.595 -2.182 -0.329
C -1.135 -1.007 -1.302 0.548
O -1.243 0.296 -1.065 -0.230
H 2.665 -1.370 1.241 0.474
H 2.531 -2.449 -0.194 0.092
H 1.699 -2.873 1.256 0.389
H 0.706 -3.805 -0.620 0.618
H -0.856 -4.784 -2.166 0.523
H -2.672 -3.376 -3.176 0.393
H -2.804 -0.960 -2.629 0.522
C -2.003 4.806 -2.564 -1.606
C -1.209 3.888 -1.675 0.751
S -2.117 3.132 -0.378 -0.306
C 0.109 3.664 -1.793 0.296
C 0.984 4.273 -2.854 -1.716
S 0.934 2.584 -0.686 -0.354
H -2.975 4.368 -2.791 0.354
H -1.491 4.993 -3.507 0.446
H -2.184 5.767 -2.074 0.285
H 0.610 5.241 -3.189 0.458
H 1.050 3.602 -3.714 0.255
H 1.993 4.422 -2.466 0.384
O 1.234 -6.005 -2.013 -0.659
S 2.433 -5.881 -1.205 1.167
O 3.231 -7.075 -1.079 -0.711
O 2.209 -5.145 0.041 -0.687
C 3.451 -4.661 -2.095 0.027
N 4.762 -4.845 -2.183 -0.535
C 5.454 -3.848 -2.729 -0.451
C 4.872 -2.668 -3.152 -0.710
C 3.491 -2.577 -3.007 -0.017
N 2.786 -3.586 -2.512 -0.052
C 2.726 -1.359 -3.370 1.430
C 1.437 -1.469 -3.867 -0.166
C 0.759 -0.311 -4.212 -0.560
N 1.256 0.917 -4.067 -0.417
C 2.474 1.013 -3.537 -0.455
C 3.249 -0.085 -3.190 -0.723
H 6.525 -4.003 -2.823 0.414
H 5.456 -1.868 -3.586 0.484
H 0.978 -2.443 -3.975 0.475
H -0.240 -0.374 -4.631 0.384
H 2.850 2.018 -3.375 0.313
H 4.234 0.059 -2.763 0.402
```

[2]
Computed, not measured: a structure of composition C34H31AsBrF4FeN2O9P3S in a non-equilibrium geometry, with ωB97M-V/def2-TZVPD.

* LUMO energy (alpha / beta): -0.130 / -0.176 Ha
* charge: +1
* multiplicity: 6
* expectation value of S²: 8.76
* orbital gap (alpha / beta): 7.8 / 6.8 eV

Structure (XYZ):
```
87
Properties=species:S:1:pos:R:3:mulliken_charge:R:1
Fe 0.302 0.169 0.075 3.016
O -3.365 -6.299 -1.169 -0.459
C -2.578 -6.381 -0.074 0.507
O -2.587 -7.359 0.610 -0.535
C -1.723 -5.183 0.227 0.449
C -1.202 -4.369 -0.770 -0.790
C -0.414 -3.285 -0.432 0.281
C -0.139 -2.997 0.898 -0.381
C -0.648 -3.819 1.895 -0.466
C -1.428 -4.913 1.556 -1.425
N 0.667 -1.850 1.171 0.584
C 1.454 -1.829 2.168 -0.187
C 2.364 -0.705 2.366 -0.346
C 3.199 -0.627 3.459 -0.775
C 4.029 0.476 3.575 -0.615
C 4.027 1.424 2.569 -0.910
C 3.174 1.250 1.488 -0.520
N 2.340 0.215 1.399 0.875
H -3.297 -5.432 -1.581 0.311
H -1.389 -4.573 -1.819 0.861
H 0.007 -2.656 -1.209 0.013
H -0.462 -3.592 2.939 0.434
H -1.824 -5.571 2.320 0.444
H 1.540 -2.671 2.850 0.583
H 3.173 -1.399 4.218 0.506
H 4.667 0.591 4.441 0.452
H 4.661 2.300 2.611 0.497
H 3.157 1.964 0.672 0.596
F 4.484 -0.324 -6.045 -0.269
C 3.419 -0.166 -5.288 0.633
C 2.226 0.251 -5.844 0.288
F 2.151 0.483 -7.140 -0.278
C 1.114 0.412 -5.042 0.564
F -0.016 0.762 -5.645 -0.347
C 1.153 0.190 -3.672 -1.141
P -0.314 0.491 -2.602 0.031
C -0.871 2.138 -3.136 0.851
C -1.877 2.334 -4.082 -0.214
C -2.223 3.621 -4.461 -0.818
C -1.577 4.716 -3.901 -0.644
C -0.576 4.523 -2.961 -0.777
C -0.224 3.239 -2.574 -0.724
C -1.468 -0.747 -3.279 0.762
C -2.850 -0.569 -3.177 -0.231
C -3.717 -1.550 -3.636 -1.065
C -3.216 -2.727 -4.177 -0.676
C -1.844 -2.924 -4.256 -0.905
C -0.973 -1.941 -3.804 -0.909
C 2.361 -0.257 -3.154 0.779
Br 2.530 -0.694 -1.327 -0.169
C 3.480 -0.435 -3.936 0.074
F 4.622 -0.869 -3.411 -0.307
H -2.374 1.493 -4.542 0.547
H -2.997 3.766 -5.205 0.454
H -1.854 5.719 -4.201 0.415
H -0.067 5.372 -2.519 0.503
H 0.545 3.096 -1.831 0.326
H -3.246 0.339 -2.742 0.794
H -4.788 -1.394 -3.572 0.465
H -3.895 -3.490 -4.542 0.505
H -1.447 -3.838 -4.683 0.446
H 0.096 -2.109 -3.873 0.339
O -1.494 2.255 3.669 -0.476
P -0.218 1.457 3.102 -0.028
O 0.450 0.673 4.150 -0.728
O -0.771 0.733 1.868 0.518
O 0.744 2.607 2.519 -0.310
P 0.668 3.252 1.026 0.601
O -0.826 3.828 0.931 -0.533
O 1.697 4.280 0.884 -0.825
O 0.682 2.077 0.035 -0.600
H -1.291 2.632 4.545 0.372
H -0.824 4.774 1.161 0.317
C -3.696 1.855 1.509 -0.877
As -3.241 -0.007 1.484 1.318
C -2.971 -0.811 3.213 -1.050
C -4.951 -0.792 1.015 -1.299
S -2.097 -0.613 -0.224 -0.734
H -4.082 2.100 2.497 0.401
H -4.462 1.996 0.754 0.423
H -2.822 2.459 1.301 0.028
H -3.440 -0.142 3.934 0.418
H -1.916 -0.907 3.451 0.130
H -3.471 -1.772 3.213 0.446
H -5.687 -0.516 1.768 0.451
H -4.858 -1.875 0.975 0.356
H -5.269 -0.427 0.041 0.379
```